(1)
Entry from the Open Molecules 2025 dataset: C40H81ClIN5O17P5 as an isolated structure at a distorted geometry (ωB97M-V with the def2-TZVPD basis set).

Summary:
total charge	+1
2S+1	1

Structure (XYZ):
```
150
Properties=species:S:1:pos:R:3:lowdin_charge:R:1
C 7.79302 -3.22601 -4.62395 -0.1081
C 7.85500 -2.11548 -5.67675 -0.2562
C 6.59558 -1.24008 -5.65263 -0.2177
C 6.93491 0.23531 -5.87776 -0.2148
C 5.74057 1.10636 -6.24335 -0.2031
C 4.60007 1.04481 -5.19615 -0.1987
C 3.22864 0.79283 -5.84692 -0.1937
C 2.58700 2.11788 -6.28607 -0.2067
C 1.54927 2.65290 -5.30612 -0.1946
C 0.38928 1.66032 -5.11306 -0.2183
C -0.88732 2.32010 -4.54657 -0.1597
C -2.15764 1.89215 -5.30451 -0.1713
N -3.19372 1.17872 -4.51631 -0.1295
C -4.42713 1.56389 -4.60449 -0.4896
N -5.49200 0.94478 -3.98487 0.1011
C -6.51789 1.96922 -3.70262 -0.3689
C -7.88338 1.71089 -4.33734 -0.1317
C -8.67861 0.54835 -3.69115 -0.1548
C -10.06047 0.95769 -3.13979 -0.1505
C -11.24764 0.32674 -3.87836 -0.1276
N -12.13920 -0.46094 -3.04815 -0.1200
C -11.98735 -0.90540 -1.75989 -0.1019
C -13.09918 -1.64282 -1.40448 -0.0926
C -13.96824 -1.64130 -2.52219 -0.0933
C -13.34960 -0.90424 -3.51053 -0.1066
C -6.62504 2.15315 -2.20571 -0.1680
C -5.83747 1.44900 -1.29825 -0.0099
C -5.94260 1.66306 0.07274 -0.1238
N -6.78310 2.55012 0.59776 0.0843
C -7.55889 3.20706 -0.26160 -0.1168
C -7.53560 3.05906 -1.64795 -0.0006
C -5.86047 3.23685 -4.41474 -0.1463
N -4.82238 2.70925 -5.29493 -0.4813
I -5.35353 2.34656 -7.23305 1.0435
P -2.90048 -0.28835 -3.48171 0.6395
O -1.83867 0.25680 -2.42160 -0.3160
Cl -1.68691 -1.30099 -4.76923 0.3518
H 7.47155 -2.81933 -3.66629 0.0495
H 7.04909 -3.96159 -4.92529 0.0727
H 8.74957 -3.72269 -4.48741 0.0684
H 8.75356 -1.51661 -5.54463 0.1020
H 7.96033 -2.60387 -6.64448 0.1022
H 5.94287 -1.55559 -6.47098 0.1147
H 6.05342 -1.38672 -4.72342 0.0943
H 7.68536 0.29752 -6.66433 0.1114
H 7.37191 0.63491 -4.96123 0.1201
H 5.33729 0.84969 -7.22306 0.1060
H 6.07617 2.14063 -6.31723 0.1050
H 4.53451 2.00713 -4.68973 0.0971
H 4.85003 0.29055 -4.45668 0.0853
H 2.60056 0.28394 -5.11756 0.0915
H 3.33946 0.10934 -6.68439 0.1064
H 3.37152 2.86889 -6.37188 0.1107
H 2.15651 2.02934 -7.28361 0.1105
H 1.99368 2.86241 -4.33461 0.1221
H 1.09579 3.54555 -5.73354 0.1098
H 0.19242 1.22351 -6.09222 0.1098
H 0.67727 0.83947 -4.45775 0.0860
H -0.96310 2.19710 -3.47293 0.0960
H -0.78082 3.38923 -4.70858 0.1111
H -2.59617 2.76821 -5.76310 0.0969
H -1.90435 1.22581 -6.12546 0.0993
H -5.80112 0.10009 -4.44861 0.1583
H -7.78064 1.50625 -5.40155 0.0851
H -8.44193 2.63888 -4.26377 0.1083
H -8.79420 -0.22324 -4.44831 0.1042
H -8.08469 0.10380 -2.89554 0.1107
H -10.16417 2.03800 -3.19293 0.1028
H -10.06854 0.71583 -2.08373 0.0905
H -11.81810 1.08074 -4.41241 0.1245
H -10.84725 -0.33236 -4.65009 0.1165
H -11.12670 -0.67724 -1.16318 0.0986
H -13.25235 -2.12427 -0.45744 0.0902
H -14.92198 -2.12711 -2.60267 0.0914
H -13.75543 -0.70449 -4.48529 0.1134
H -5.12288 0.72401 -1.65515 0.0796
H -5.31591 1.07415 0.72384 0.0986
H -8.26280 3.90918 0.16342 0.1122
H -8.20170 3.64015 -2.26519 0.1156
H -6.58569 3.81934 -4.96536 0.1100
H -5.41093 3.84375 -3.63117 0.1360
H -0.96510 0.47295 -2.78093 0.0428
C 6.11148 -0.27707 1.91911 -0.0723
O 5.60092 -0.58163 0.60704 -0.2296
P 6.57725 -0.48297 -0.64640 0.3287
O 7.86394 0.14246 -0.35342 -0.2153
O 5.68719 0.22665 -1.74366 -0.2174
C 4.98113 1.41352 -1.36253 -0.0812
O 6.63252 -1.93773 -1.25993 -0.2213
C 7.00483 -3.02066 -0.40196 -0.0833
H 6.26088 0.79622 2.01758 0.0906
H 5.37191 -0.60425 2.64566 0.0822
H 7.05026 -0.79320 2.10740 0.0859
H 5.63065 2.10960 -0.83034 0.0954
H 4.12604 1.15498 -0.73872 0.0885
H 4.62750 1.88333 -2.27627 0.0690
H 6.14108 -3.34326 0.17931 0.0901
H 7.81744 -2.73332 0.26694 0.0917
H 7.33833 -3.83747 -1.03555 0.0869
C 3.28804 -3.39022 6.64840 -0.0799
O 2.62886 -2.15997 6.98983 -0.2263
P 3.19819 -0.78693 6.41634 0.3255
O 4.50184 -0.89588 5.75994 -0.2279
O 3.12223 0.19177 7.64421 -0.2047
C 3.67939 -0.24600 8.89599 -0.0735
O 2.03258 -0.21427 5.51155 -0.2085
C 1.49009 -1.08906 4.51842 -0.0877
H 4.22822 -3.46301 7.19177 0.0911
H 2.63486 -4.20491 6.95025 0.0885
H 3.47533 -3.46010 5.57813 0.0802
H 4.67801 -0.65958 8.75731 0.0939
H 3.03144 -0.99288 9.35070 0.0839
H 3.73595 0.62432 9.54236 0.0896
H 0.75192 -1.74278 4.98341 0.0906
H 2.27110 -1.68830 4.04612 0.0854
H 1.00433 -0.47929 3.76111 0.0822
C 4.97778 -5.06458 13.35939 -0.0827
O 4.29250 -5.65638 12.24183 -0.2258
P 4.30530 -4.89939 10.83838 0.3241
O 4.81885 -3.53090 10.89988 -0.2271
O 2.83284 -5.06277 10.29790 -0.2107
C 1.74471 -4.73272 11.16888 -0.0838
O 5.06085 -5.87573 9.85529 -0.2081
C 6.35889 -6.34706 10.23127 -0.0842
H 4.41708 -4.21134 13.73599 0.0897
H 5.04406 -5.82611 14.13180 0.0893
H 5.97943 -4.74369 13.08079 0.0831
H 1.90292 -3.76245 11.64168 0.0915
H 1.63074 -5.50332 11.92992 0.0879
H 0.84606 -4.69345 10.56059 0.0889
H 6.25992 -7.18509 10.92069 0.0912
H 6.94980 -5.55325 10.69102 0.0891
H 6.85767 -6.68230 9.32700 0.0901
C -1.00995 5.48530 1.47020 -0.0832
O -1.16687 4.19757 2.08962 -0.2234
P -0.27423 2.97717 1.58438 0.3283
O 0.44152 3.24195 0.33374 -0.2355
O -1.27108 1.75369 1.56059 -0.1985
C -2.52943 1.90544 0.90912 -0.1098
O 0.60464 2.57353 2.82606 -0.2063
C 1.38003 3.59036 3.47745 -0.0702
H -1.45630 5.48299 0.47717 0.0860
H -1.52571 6.20594 2.09888 0.0907
H 0.04021 5.75907 1.39367 0.0843
H -2.41049 2.34995 -0.08168 0.0838
H -3.18938 2.52563 1.51591 0.0902
H -2.96469 0.91469 0.80766 0.0796
H 0.74628 4.14670 4.16681 0.0937
H 1.83013 4.26926 2.75146 0.0888
H 2.16514 3.08963 4.03538 0.0929
```


(2)
Entry from the Open Molecules 2025 dataset: C46H48AsLaN3O as an isolated structure at a distorted geometry (ωB97M-V with the def2-TZVPD basis set).

Summary:
total charge	-1
2S+1	1

Structure (XYZ):
```
100
Properties=species:S:1:pos:R:3:lowdin_charge:R:1
La 0.09273 -0.51534 -0.42745 1.9977
N -0.00207 -2.51896 0.94175 -0.1512
N 0.82484 -2.51108 -2.30358 -0.1673
C 2.47471 1.38097 -1.45531 -0.2780
C 3.31772 0.28402 -1.15666 -0.2562
C 3.07681 -0.11369 0.17696 -0.2894
C 3.67276 -1.26016 0.89937 -0.0676
H 4.21508 -1.93511 0.22483 0.0684
H 2.91326 -1.86614 1.42362 0.0735
H 4.38651 -0.91775 1.66594 0.0804
C 2.12210 0.78097 0.73098 -0.3792
C 1.53983 0.66118 2.08235 -0.1055
H 2.11297 1.23924 2.81491 0.0885
H 1.53113 -0.38049 2.44529 0.0856
H 0.51143 1.05792 2.11689 0.0241
C 1.72537 1.70152 -0.29110 -0.3670
C 0.67140 2.73899 -0.17137 -0.0785
H -0.16322 2.44133 0.48839 0.0258
H 0.24126 3.00040 -1.15277 0.0756
H 1.07967 3.66372 0.25818 0.0831
C 4.26394 -0.39403 -2.06283 -0.0604
H 5.25588 -0.48152 -1.59429 0.0805
H 4.38687 0.14617 -3.00607 0.0517
H 3.93572 -1.42094 -2.30500 0.0731
C 2.37906 2.10865 -2.73656 -0.0512
H 1.33028 2.24057 -3.05478 0.0718
H 2.89354 1.57782 -3.54492 0.0552
H 2.82747 3.11176 -2.65525 0.0833
C -0.88173 -2.88520 1.89451 -0.2061
H -0.99140 -2.18205 2.72456 0.0235
C -1.57724 -4.08468 1.82606 -0.1180
H -2.29455 -4.32900 2.60081 0.0810
C -1.33738 -4.94004 0.74273 -0.1800
H -1.88723 -5.87617 0.65697 0.0707
C -0.41357 -4.60089 -0.22634 -0.0784
H -0.21638 -5.21658 -1.11157 0.0849
C 0.30095 -3.38714 -0.08993 -0.3766
C 1.25455 -2.84095 -1.02788 -0.2965
H 2.31894 -2.74356 -0.80151 0.0777
C 0.64313 -1.18679 -2.75192 -0.1771
C 0.63238 -3.40821 -3.36345 -0.0379
H 0.60082 -4.46294 -3.17654 0.1113
C 0.53813 -2.67863 -4.46979 -0.0624
H 0.35951 -2.99550 -5.47561 0.1125
N 0.64945 -1.33527 -4.10587 -0.0660
C 0.73579 -0.24061 -5.03003 -0.1351
C 1.95866 0.08025 -5.65378 -0.1975
C 2.01599 1.22033 -6.47498 -0.0092
H 2.95842 1.48730 -6.95294 0.1168
C 0.88640 2.01631 -6.67711 -0.2732
C 0.94111 3.21656 -7.58157 -0.0613
H 0.90475 4.15790 -7.01223 0.0840
H 0.08679 3.21548 -8.27216 0.0786
H 1.86631 3.20362 -8.16836 0.0717
C -0.29516 1.70535 -6.00326 -0.0084
H -1.17884 2.32889 -6.12305 0.1151
C -0.38114 0.58563 -5.16438 -0.2032
C -1.65391 0.27932 -4.44992 -0.0349
H -2.10159 -0.67696 -4.75558 0.0936
H -2.37039 1.07081 -4.69135 0.0758
H -1.53093 0.26618 -3.35629 0.0627
C 3.19882 -0.72727 -5.44681 -0.0416
H 3.34131 -1.47650 -6.23801 0.0878
H 3.18762 -1.25215 -4.48655 0.0625
H 4.07613 -0.06508 -5.46615 0.0830
O -1.47150 0.26317 1.10537 -0.7628
As -1.87781 0.26044 2.82137 1.2233
C -0.56763 -0.28903 4.32763 -0.2839
C -0.59589 -1.51491 5.00902 -0.1328
C 0.30046 -1.76715 6.06199 -0.0954
C 1.22637 -0.79849 6.45100 -0.1170
C 1.24275 0.43672 5.79973 -0.0907
C 0.33086 0.69481 4.76780 -0.1627
C -2.05674 2.10955 3.29970 -0.3261
C -2.24220 2.29825 4.67784 -0.1312
C -2.17575 3.58062 5.21515 -0.0915
C -2.00589 4.67508 4.36073 -0.1060
C -1.91991 4.48960 2.97525 -0.0914
C -1.96668 3.19899 2.42722 -0.0890
C -3.66427 -0.41140 3.03118 -0.3129
C -3.92527 -1.20404 4.15909 -0.1119
C -5.24006 -1.53736 4.48019 -0.1020
C -6.28599 -1.07322 3.67878 -0.1195
C -6.02261 -0.29472 2.54173 -0.1002
C -4.70346 0.02934 2.19978 -0.1011
H -1.30409 -2.30115 4.74252 0.0802
H 0.26820 -2.72903 6.57822 0.0970
H 1.93116 -0.99657 7.26152 0.0912
H 1.95466 1.21120 6.09088 0.0990
H 0.32504 1.68888 4.31384 0.0994
H -2.37494 1.43615 5.33347 0.1047
H -2.25243 3.69787 6.29810 0.1004
H -1.95782 5.67835 4.78638 0.0926
H -1.81830 5.35397 2.31338 0.0983
H -1.94437 3.04371 1.34540 0.0910
H -3.10445 -1.53192 4.79159 0.0711
H -5.42629 -2.14233 5.37248 0.0987
H -7.31492 -1.31245 3.95155 0.0893
H -6.84508 0.07105 1.92619 0.0947
H -4.47680 0.62422 1.31172 0.1009
```


(3)
Entry from the Open Molecules 2025 dataset: a 2-piece molecular cluster, C3H11N4 overall at a distorted geometry (ωB97M-V with the def2-TZVPD basis set).

Summary:
energy relative to the best compared isomer or geometry (same formula, charge and spin)	2.021	eV
⟨S²⟩	2.007
total charge	+1
2S+1	3

Structure (XYZ):
```
18
Properties=species:S:1:pos:R:3:nbo_charge:R:1
C 2.70219 -0.15074 -0.30218 0.3165
C -2.62838 -0.75161 -0.37570 -0.4169
C -1.12590 1.08353 0.45464 -0.4688
N 1.76366 0.71296 -0.03909 -0.8054
N 3.31876 -0.79863 0.66440 -0.7683
N -1.36033 -0.28379 0.18972 -0.1129
N -0.62448 -1.19964 0.44854 -0.0352
H 2.94003 -0.29970 -1.35516 0.1868
H -2.42965 -1.69228 -0.80522 0.2341
H -3.43459 -0.91108 0.37228 0.2434
H -3.01170 0.02183 -1.01181 0.2389
H -1.28876 1.33457 1.63381 0.2452
H -0.06906 1.23973 0.38085 0.2666
H -1.72152 1.87215 -0.25792 0.2690
H 3.88684 -1.58176 0.42798 0.4189
H 3.34341 -0.32869 1.57700 0.4287
H 0.28304 -0.94557 0.65551 0.3924
H 1.42168 1.29723 -0.77026 0.3670
```


(4)
Entry from the Open Molecules 2025 dataset: one molecule with the formula C2H3IO at a distorted geometry (ωB97M-V with the def2-TZVPD basis set).

Summary:
energy relative to the best compared isomer or geometry (same formula, charge and spin)	0.787	eV
SMILES	O=CCI
2S+1	1

Structure (XYZ):
```
7
Properties=species:S:1:pos:R:3:nbo_charge:R:1
O 1.52143 -0.70856 0.81801 -0.4832
C 1.00167 -0.00427 -0.02240 0.4186
C -0.56801 0.33254 0.00931 -0.6172
I -1.50464 -1.57326 0.46878 0.1042
H 1.37306 0.18333 -1.00947 0.1235
H -0.97027 1.04300 0.67921 0.2373
H -0.85323 0.72723 -0.94343 0.2168
```


Number 1: total energy -152122.602 eV. Number 2: total energy -116693.829 eV. Number 3: total energy -9237.126 eV. Number 4: total energy -12269.610 eV.